Below is a cluster of 3 separate species, C2H9NO in total in a non-equilibrium geometry, with properties calculated with ωB97M-V/def2-TZVPD.

Geometry as XYZ:
```
13
Properties=species:S:1:pos:R:3:forces:R:3:mulliken_charge:R:1
N 1.213875 -0.924532 -2.720213 0.2764 -0.3123 0.0762 -0.690
H 0.293606 -0.758800 -2.312845 0.3922 -0.1134 0.0475 0.266
H 2.514375 0.153484 3.740081 0.6643 0.6873 1.1064 0.141
H 1.924160 -0.932261 -1.997452 -0.1672 0.6620 0.3676 0.236
H 1.263770 -1.898716 -2.979972 -0.5032 -0.2555 -0.5307 0.225
C -0.625647 0.636901 1.598106 0.1583 0.9815 -0.1780 -0.257
O -1.453914 0.384406 0.445033 0.1487 -1.0273 0.6635 -0.389
C -0.050395 0.168925 0.356552 0.5101 0.1117 -0.8798 -0.311
H -0.680998 1.697338 1.808893 0.5237 0.0224 0.2332 0.241
H -0.508778 -0.006772 2.464546 -0.9336 -0.3072 -0.1054 0.245
H 0.509197 0.799534 -0.328710 -0.2127 0.2960 0.1190 0.242
H 0.265482 -0.869432 0.279731 -0.1899 -0.0591 0.1934 0.192
H 2.191241 -0.177322 3.206630 -0.6672 -0.6862 -1.1129 -0.142
```
Positions in Å, forces in eV/Å.

Summary:
E_LUMO   0.036 Ha
Kohn-Sham gap   11.322 eV
Energy above the lowest of the compared OMol25 structures with the same formula, charge and spin   60.81 kcal per mole
Largest force on an atom   1.468 eV/Å